(1)
{"formula": "C3H3DyO2", "method": "the ωB97M-V functional and the def2-TZVPD basis", "species": ["H", "O", "O", "C", "C", "C", "H", "H", "Dy"], "coordinates": [[-0.4209, 1.8915, -2.4867], [0.8421, 0.6912, 0.8431], [0.2656, -2.6386, -0.0759], [-0.0160, -0.4460, 0.8267], [-0.5372, 0.8042, 0.1922], [0.4504, -1.4311, -0.2410], [-0.3424, -0.7874, 1.8207], [-1.1811, 1.3863, 0.8650], [0.9395, 0.5298, -1.7441]], "spin_multiplicity": 6, "e_homo_ev": [-7.75, -7.25], "lumo_ev": [-1.37, -1.27], "gap_ha": [0.2343, 0.2198], "s_squared": 9.37, "e_above_lowest_kcal_mol": 81.8}

(2)
{"formula": "C3H3F2I3", "method": "the ωB97M-V functional and the def2-TZVPD basis", "species": ["C", "C", "C", "F", "F", "I", "I", "I", "H", "H", "H"], "coordinates": [[0.2728, 0.3054, -0.2754], [0.1114, -0.3097, 1.0797], [-0.6357, -1.7165, 0.8254], [-0.7358, -2.3784, 1.9789], [0.0731, -2.4981, 0.0391], [1.3740, 2.1810, -0.3118], [1.9660, -0.6373, 2.0616], [-2.7195, -1.3626, 0.2082], [-0.8087, 0.5258, -0.7426], [0.7963, -0.1744, -1.1344], [-0.6166, 0.2279, 1.5814]], "e_homo_ev": -9.39, "lumo_ev": -0.43, "gap_ha": 0.3292, "e_above_lowest_kcal_mol": 0.9}

(3)
{"formula": "C3H3F2I3", "method": "the ωB97M-V functional and the def2-TZVPD basis", "species": ["C", "C", "C", "F", "F", "I", "I", "I", "H", "H", "H"], "coordinates": [[0.7975, 0.3486, 1.1174], [-0.4747, -0.0390, 0.4041], [-0.0314, -0.3279, -1.5749], [0.6444, -1.4465, -1.5566], [0.7924, 0.6675, -1.9204], [0.0744, 1.2081, 2.9940], [-1.5270, -1.7593, 0.9012], [-1.7381, -0.1758, -2.9608], [1.2863, 1.1765, 0.7160], [1.3351, -0.5487, 1.6133], [-1.1590, 0.8965, 0.2668]], "e_homo_ev": -9.27, "lumo_ev": -0.55, "gap_ha": 0.3203, "e_above_lowest_kcal_mol": 34.3}

(4)
{"formula": "C3H3F2NO", "method": "the ωB97M-V functional and the def2-TZVPD basis", "species": ["C", "C", "C", "N", "O", "F", "F", "H", "H", "H"], "coordinates": [[-1.0378, -0.3583, 1.0901], [0.3119, 0.7568, -0.4257], [0.9057, -0.5568, -0.6819], [-0.9508, -1.4645, 0.5469], [-0.4202, 0.8326, 0.7515], [-1.8733, -0.1361, 2.1011], [0.9267, -1.0215, -1.9263], [0.8831, 1.6835, -0.3122], [-0.4064, 1.0589, -1.1118], [1.6611, -0.7945, -0.0318]], "e_homo_ev": [-9.56, -10.42], "lumo_ev": [-1.05, -0.63], "gap_ha": [0.3129, 0.3598], "e_above_lowest_kcal_mol": 82.4}

(5)
{"formula": "C3H3F2NO", "method": "the ωB97M-V functional and the def2-TZVPD basis", "species": ["N", "C", "C", "F", "C", "F", "H", "O", "H", "H"], "coordinates": [[-2.2965, 1.2351, -1.3361], [-2.4177, 0.1148, -1.1316], [-2.3829, -1.2716, -0.8695], [-2.9818, -2.0783, -1.7523], [-1.5972, -1.6439, 0.1611], [-1.5573, -2.9409, 0.5602], [-1.1875, -1.0528, 0.9063], [0.5909, 0.3178, 0.2850], [0.3262, 1.1803, -0.0451], [1.1739, -0.1644, -0.4570]], "e_homo_ev": -10.38, "lumo_ev": 0.17, "gap_ha": 0.3875, "e_above_lowest_kcal_mol": 34.9, "smiles": "N#C/C(F)=C/F.O"}

(6)
{"formula": "C3H3F2NO", "method": "the ωB97M-V functional and the def2-TZVPD basis", "species": ["N", "C", "C", "O", "C", "F", "H", "H", "F", "H"], "coordinates": [[-1.1394, 2.9049, 0.3814], [-0.7606, 1.8224, 0.4745], [-0.0362, 0.6486, 0.4765], [0.8470, 0.4115, 1.2413], [-0.5018, -0.1987, -0.7293], [-1.8309, -0.0901, -0.7508], [-0.2624, -1.1780, -0.7739], [-0.1416, 0.3299, -1.6569], [1.8763, -2.4747, 0.2237], [1.9497, -2.1758, 1.1136]], "e_homo_ev": -11.49, "lumo_ev": -0.89, "gap_ha": 0.3895, "e_above_lowest_kcal_mol": 27.8, "smiles": "N#CC(=O)CF.F"}

(7)
{"formula": "C3H3F2NO", "method": "the ωB97M-V functional and the def2-TZVPD basis", "species": ["C", "C", "C", "N", "O", "F", "F", "H", "H", "H"], "coordinates": [[-0.7712, -0.3441, -0.3942], [-0.7473, 0.9816, -0.3351], [0.3280, -0.7152, 0.4673], [1.1496, 0.4561, 0.6758], [0.3838, 1.4265, 0.3805], [-0.1921, -1.1457, 1.6476], [2.0263, 0.0966, -0.9749], [-1.6042, -0.9444, -0.7606], [-1.5834, 1.6225, -0.7029], [1.0106, -1.4339, -0.0035]], "spin_multiplicity": 3, "e_homo_ev": [-8.90, -10.73], "lumo_ev": [0.85, -3.78], "gap_ha": [0.3585, 0.2553], "s_squared": 2.01, "e_above_lowest_kcal_mol": 71.2}

(8)
{"formula": "C3H3F3O", "method": "the ωB97M-V functional and the def2-TZVPD basis", "species": ["C", "C", "C", "O", "F", "F", "F", "H", "H", "H"], "coordinates": [[4.0457, -0.2027, 0.6162], [-0.1806, -0.4006, -0.0716], [-1.5415, 0.3125, -0.0826], [3.0794, 0.1694, 0.1566], [-2.0082, 0.7527, 1.0774], [-1.3691, 1.3581, -0.8694], [-2.5514, -0.4392, -0.5240], [-0.0297, -1.2816, 0.5909], [0.4625, 0.3682, 0.1314], [0.0930, -0.6368, -1.0248]], "e_homo_ev": -13.18, "lumo_ev": 0.93, "gap_ha": 0.5185, "e_above_lowest_kcal_mol": 0.0}

(9)
{"formula": "C3H3F3O", "method": "the ωB97M-V functional and the def2-TZVPD basis", "species": ["C", "C", "C", "O", "F", "F", "F", "H", "H", "H"], "coordinates": [[-0.4205, -0.5964, 1.9637], [1.0040, 0.5569, -0.4520], [-0.2103, 0.1254, -1.1421], [-0.3144, -1.7383, 2.1452], [-0.4077, 0.6801, -2.3722], [-0.2576, -1.2051, -1.3349], [-1.3548, 0.4433, -0.4631], [-0.9991, 0.2222, 2.3724], [1.0975, 1.5899, -0.1964], [1.8628, -0.0780, -0.5205]], "e_homo_ev": [-8.23, -9.84], "lumo_ev": [-0.79, 0.26], "gap_ha": [0.2735, 0.3713], "e_above_lowest_kcal_mol": 80.1}

(10)
{"formula": "C3H3F3S", "method": "the ωB97M-V functional and the def2-TZVPD basis", "species": ["C", "C", "C", "F", "F", "F", "S", "H", "H", "H"], "coordinates": [[0.2547, 1.1513, 0.4913], [0.2875, -0.8168, -2.0107], [-0.4877, 0.2540, 1.4247], [-0.3744, -1.0035, 0.9599], [-1.7824, 0.5494, 1.5193], [-0.0563, 0.1816, 2.7468], [1.3811, 2.2494, 0.8090], [-0.0086, -1.2972, -1.0759], [-0.2526, 0.0640, -2.3869], [1.0387, -1.3321, -2.4775]], "e_homo_ev": [-8.82, -9.25], "lumo_ev": [-1.75, -1.48], "gap_ha": [0.2601, 0.2854], "e_above_lowest_kcal_mol": 93.8}

(11)
{"formula": "C3H3FHgO4", "method": "the ωB97M-V functional and the def2-TZVPD basis", "species": ["C", "C", "O", "O", "H", "H", "H", "F", "C", "O", "Hg", "O"], "coordinates": [[-3.2650, -0.6260, 0.3190], [-2.6269, 0.6869, 0.0645], [-1.2524, 0.5470, -0.0581], [-4.4925, -0.8153, 0.4573], [-2.7107, -1.5780, 0.3592], [-2.9070, 1.3976, 0.8697], [-3.0295, 1.1165, -0.8761], [-5.2132, 0.3667, 0.3524], [-0.3109, 0.5490, -1.4798], [0.8532, 0.3106, -1.4628], [3.2075, 1.1201, -0.3024], [1.6888, 0.0170, -0.3857]], "spin_multiplicity": 2, "e_homo_ev": [-24.92, -25.20], "lumo_ev": [-16.46, -16.82], "gap_ha": [0.3110, 0.3082], "s_squared": 0.77, "e_above_lowest_kcal_mol": 5.5, "total_charge": 3}

(12)
{"formula": "C3H3FN2", "method": "the ωB97M-V functional and the def2-TZVPD basis", "species": ["F", "C", "N", "C", "C", "N", "H", "H", "H"], "coordinates": [[-2.4096, 0.0793, 0.1800], [-1.1970, -0.0701, -0.3482], [-0.3658, -1.1375, 0.0731], [0.7967, -0.7152, 0.3397], [0.9241, 0.7689, 0.2243], [-0.1721, 1.3582, 0.0331], [-0.9885, -0.1181, -1.4473], [1.5658, -1.3539, 0.6140], [1.8465, 1.1885, 0.3312]], "e_homo_ev": -10.07, "lumo_ev": -0.04, "gap_ha": 0.3688, "e_above_lowest_kcal_mol": 49.5, "smiles": "FC1N=CC=N1"}

(13)
{"formula": "C3H3FN2O", "method": "the ωB97M-V functional and the def2-TZVPD basis", "species": ["C", "C", "C", "H", "H", "H", "N", "N", "O", "F"], "coordinates": [[0.0812, 0.1388, -1.6311], [-0.0962, -0.0505, -0.1582], [0.2510, -0.0023, 1.8622], [1.0499, 0.6134, -1.8523], [0.0452, -0.8182, -2.1528], [-0.7429, 0.7712, -2.0008], [-1.1798, -0.5728, 0.3472], [0.8487, 0.3325, 0.7749], [-0.9370, -0.5571, 1.7328], [0.6799, 0.1450, 3.0781]], "e_homo_ev": -10.78, "lumo_ev": 0.89, "gap_ha": 0.4287, "e_above_lowest_kcal_mol": 29.6}

(14)
{"formula": "C3H3FN2O", "method": "the ωB97M-V functional and the def2-TZVPD basis", "species": ["C", "C", "N", "N", "O", "C", "F", "H", "H", "H"], "coordinates": [[-0.3595, 1.1536, 1.7637], [-0.3468, 0.4058, 0.4776], [-1.4047, 0.2483, -0.3584], [-1.1327, -0.5115, -1.3095], [0.2163, -0.8591, -1.1920], [0.6527, -0.2565, -0.0852], [1.9343, -0.3525, 0.2157], [-0.7484, 2.1558, 1.5962], [-1.0138, 0.7182, 2.5467], [0.7066, 1.1964, 2.1899]], "e_homo_ev": -10.25, "lumo_ev": 0.75, "gap_ha": 0.4042, "e_above_lowest_kcal_mol": 54.8, "smiles": "Cc1nnoc1F"}

(15)
{"formula": "C3H3FN2OS", "method": "the ωB97M-V functional and the def2-TZVPD basis", "species": ["C", "C", "C", "H", "H", "H", "N", "N", "O", "F", "S"], "coordinates": [[-0.6101, -0.5335, -0.4133], [0.7754, 0.9734, -0.0938], [1.1864, -0.0274, 0.5415], [-2.4999, -2.2118, -0.2382], [2.3102, 2.1592, -0.0219], [0.1230, -1.6001, 1.7063], [-0.3698, 0.7090, -0.7795], [0.3726, -1.1508, 0.3841], [1.3886, 2.1953, -0.1905], [2.2996, -0.0370, 1.4036], [-2.4918, -0.9349, -0.6246]], "e_homo_ev": -8.71, "lumo_ev": -0.84, "gap_ha": 0.2893, "e_above_lowest_kcal_mol": 81.3}

(16)
{"formula": "C3H3FN2S", "method": "the ωB97M-V functional and the def2-TZVPD basis", "species": ["C", "C", "C", "N", "N", "F", "S", "H", "H", "H"], "coordinates": [[0.1762, 0.3190, -1.0287], [0.8486, 0.8063, 0.1882], [-0.9936, -1.0416, 0.3358], [-0.7713, -0.5519, -0.8902], [-1.8089, -1.8578, 0.7573], [-2.9710, -0.2945, 2.0864], [0.4429, 0.0132, 1.5520], [0.4698, 0.5421, -1.9897], [1.6288, 1.5925, 0.2315], [-2.1278, -1.9509, 1.7917]], "e_homo_ev": [-8.91, -8.93], "lumo_ev": [-3.24, -3.23], "gap_ha": [0.2083, 0.2094], "e_above_lowest_kcal_mol": 109.9}

(17)
{"formula": "C3H3FN2S", "method": "the ωB97M-V functional and the def2-TZVPD basis", "species": ["C", "C", "C", "N", "N", "F", "S", "H", "H", "H"], "coordinates": [[-0.5212, 1.1035, 0.1815], [-0.8991, -1.0163, 0.6223], [-1.6563, 0.8650, 0.8394], [-1.9751, -0.3896, 1.1607], [-0.0381, -0.1451, 0.0845], [2.6326, 0.8024, -1.3410], [2.1971, -0.7606, -1.7316], [-0.0019, 1.9904, -0.0386], [-0.7235, -2.0818, 0.7222], [0.9856, -0.3678, -0.4993]], "e_homo_ev": [-8.69, -8.76], "lumo_ev": [-1.36, -4.01], "gap_ha": [0.2695, 0.1746], "e_above_lowest_kcal_mol": 137.5}

(18)
{"formula": "C3H3FN2S2", "method": "the ωB97M-V functional and the def2-TZVPD basis", "species": ["F", "C", "C", "C", "S", "N", "S", "N", "H", "H", "H"], "coordinates": [[2.9687, -0.2260, -0.0114], [1.6342, -0.2687, -0.0882], [0.9453, 0.8562, -0.1285], [-0.3484, 0.4013, -0.2189], [-1.9837, 1.2738, -0.1063], [-0.3291, -0.9993, -0.4044], [-1.6519, -2.1089, -0.1078], [1.0204, -1.3957, -0.2207], [1.2637, 1.8246, 0.0695], [-1.6101, 2.5890, -0.0678], [-1.9091, -1.9463, 1.2844]], "e_homo_ev": -9.16, "lumo_ev": 0.28, "gap_ha": 0.3471, "e_above_lowest_kcal_mol": 15.2, "smiles": "Fc1cc(S)n(S)n1"}

(19)
{"formula": "C3H3FO", "method": "the ωB97M-V functional and the def2-TZVPD basis", "species": ["C", "C", "C", "O", "F", "H", "H", "H"], "coordinates": [[1.3848, 0.3006, 0.0267], [-1.3814, -0.8238, 0.0074], [0.0835, 0.5337, 0.0048], [-2.5102, -0.4600, 0.2084], [-0.3655, 1.7498, 0.1125], [1.9588, 1.1615, -0.2954], [1.9542, -0.6299, 0.0281], [-1.1243, -1.8320, -0.0925]], "e_homo_ev": -9.77, "lumo_ev": 0.38, "gap_ha": 0.3729, "e_above_lowest_kcal_mol": 45.6}

(20)
{"formula": "C3H3FO2", "method": "the ωB97M-V functional and the def2-TZVPD basis", "species": ["C", "C", "C", "H", "H", "H", "O", "O", "F"], "coordinates": [[0.3873, -0.5758, 0.2697], [0.4152, 0.8543, -0.1524], [-1.0984, -0.4325, -0.0991], [0.5111, -0.7374, 1.4089], [0.8003, 1.5511, 0.5872], [0.9117, 1.1482, -1.0996], [-0.9803, 0.8951, -0.3185], [-2.0297, -1.2433, -0.1639], [1.0829, -1.4598, -0.4322]], "e_homo_ev": -10.75, "lumo_ev": 0.67, "gap_ha": 0.4197, "e_above_lowest_kcal_mol": 18.2}